C21H27F3N3O6S3V | the ωB97M-V functional and the def2-TZVPD basis

Last column: Löwdin spin population.
CARTESIAN COORDINATES (ANGSTROEM)
V -0.0660 -0.0842 -0.0589  1.95
F 2.0492 -0.7561 -4.8157  0.00
C 1.0414 0.0838 -5.1196  0.00
F 1.4271 0.7637 -6.2141  0.00
F -0.0043 -0.6719 -5.4797  0.00
C 0.7206 1.0080 -3.9814  0.00
C 0.8379 2.3771 -4.1259  0.01
C 0.5645 3.2201 -3.0544  0.00
C 0.2144 2.6495 -1.8493  0.01
N 0.0918 1.3285 -1.7111  0.00
C 0.3063 0.4948 -2.7426  0.01
S 0.0440 -1.1623 -2.3054  -0.01
H 1.1460 2.7864 -5.0783  0.00
H 0.6455 4.2924 -3.1489  0.00
H 0.0203 3.2384 -0.9636  0.00
N 0.6369 -3.5483 1.8711  0.00
N -0.3111 -2.9590 2.7314  0.00
C -0.7727 -1.6682 2.5396  0.00
O -1.3467 -1.0609 3.4186  0.00
O -0.5818 -1.2397 1.3119  0.02
H 0.1364 -3.9715 1.0979  0.00
H 1.2096 -2.8094 1.4708  0.00
H -0.2150 -3.2218 3.6977  0.00
C 1.2641 2.4845 3.0445  0.00
O 0.5456 1.5801 2.2002  0.00
C 0.9726 1.4665 0.9214  -0.03
O 1.9311 2.1055 0.5263  0.00
H 0.8086 2.3968 4.0264  0.00
H 1.1761 3.5056 2.6744  0.00
H 2.3201 2.2184 3.0869  0.00
O 1.8430 -0.9399 0.1941  0.02
S 2.9441 -0.5656 -0.8048  0.01
C 3.5797 -2.1820 -1.3539  0.00
C 4.9282 -2.4210 -0.6708  0.00
C 4.9016 -1.6325 0.6375  0.00
C 4.3738 -0.2589 0.2482  0.00
H 3.6066 -2.1960 -2.4416  0.00
H 2.8082 -2.8732 -1.0150  0.00
H 5.7371 -2.0493 -1.3037  0.00
H 5.0979 -3.4858 -0.5144  0.00
H 5.8855 -1.5658 1.1011  0.00
H 4.2221 -2.0990 1.3537  0.00
H 5.0928 0.3013 -0.3539  0.00
H 4.0174 0.3750 1.0581  0.00
C -5.9835 -1.9674 3.9186  0.00
C -5.1151 -1.2337 2.9350  0.00
C -4.8507 0.1207 3.0849  0.00
C -4.0377 0.7962 2.1849  0.00
C -3.4957 0.0961 1.1271  0.00
C -3.7387 -1.2595 0.9499  0.00
C -4.5532 -1.9129 1.8526  0.00
S -2.3878 0.9545 0.0395  0.01
C -3.2643 0.7439 -1.5063  0.00
O -2.3935 2.3952 0.3635  0.00
H -6.1670 -1.3653 4.8073  0.00
H -5.5138 -2.9008 4.2303  0.00
H -6.9496 -2.2166 3.4748  0.00
H -5.2679 0.6550 3.9296  0.00
H -3.8001 1.8444 2.3079  0.00
H -3.2731 -1.8056 0.1380  0.00
H -4.7375 -2.9741 1.7346  0.00
H -4.2510 1.1895 -1.3926  0.00
H -3.3299 -0.3176 -1.7401  0.00
H -2.6852 1.2598 -2.2704  0.00

The molecular weight comes out at 621.6 g/mol. The value obtained for the energy above the lowest of the compared OMol25 structures with the same formula, charge and spin is 0.0 kcal per mole. For the LUMO energy (spin up / spin down), the calculation gives 0.302 / 0.155 eV. The value obtained for the HOMO-LUMO gap (spin up / spin down) is 8.6 / 8.6 eV. The HOMO energy (spin up / spin down) comes out at -8.3 / -8.5 eV. Its spin multiplicity is 3.

=====

C21H27F6N3O3S2 | the ωB97M-V functional and the def2-TZVPD basis

Last column: Löwdin charge in e.
CARTESIAN COORDINATES (ANGSTROEM)
O -5.2650 -3.0485 -3.4493  0.03
O -0.8440 -2.1808 -3.2589  0.04
O 1.7628 4.4532 1.2818  -0.51
F -2.9630 -0.2505 1.2992  0.12
F -2.8443 1.4692 2.6782  0.14
F -2.8045 1.7953 0.4835  0.14
F 1.2146 -2.6129 0.8432  0.12
F 3.1301 -1.6313 1.3066  0.13
F 2.2147 -1.3655 -0.6921  0.15
N 5.9924 5.9344 3.2623  -0.02
S 6.3905 3.9516 5.0982  0.76
C -5.1731 -2.0199 -2.7923  -0.54
C -2.0188 -2.5361 -3.2584  -0.47
C 5.7873 5.4851 4.4774  -0.55
C 3.7773 3.2663 2.3844  -0.26
C 4.6252 4.0716 1.6598  -0.12
C -0.1814 2.0411 1.8966  -0.01
C 1.9109 0.8986 1.5110  0.02
C -0.1915 -0.2328 1.0925  0.07
C 1.2093 2.0428 1.9198  -0.31
C -0.8986 0.9106 1.4975  -0.09
C 1.2141 -0.2560 1.1032  -0.08
N -2.6282 -2.9867 -4.3605  0.04
N -4.1053 -1.6966 -2.0587  0.13
S 1.9926 3.5948 2.4577  0.95
C -6.3148 -1.0307 -2.7826  0.01
C -2.4071 0.9752 1.4895  -0.54
C 1.9572 -1.4918 0.6330  -0.54
C -2.0054 -3.1324 -5.6756  -0.05
C -1.6600 -4.5655 -1.1411  -0.05
C -3.5336 -3.6328 0.1730  -0.06
C 6.7926 5.1887 2.2666  -0.25
C 6.1166 3.9065 1.7504  -0.21
C -2.9856 -3.7987 -1.2523  -0.37
C -2.8194 -2.4279 -1.9499  -0.17
H 6.7744 4.4440 6.2927  -0.13
H 5.1796 6.0933 5.1397  0.07
H 4.1845 2.4844 3.0159  0.07
H 4.2248 4.8914 1.0666  0.11
H -0.7078 2.9495 2.1838  0.13
H 2.9970 0.9064 1.4919  0.12
H -0.7357 -1.1122 0.7536  0.12
H -3.6081 -3.2369 -4.2682  0.09
H -4.1677 -0.8292 -1.5502  0.14
H -6.6654 -0.8936 -1.7619  0.08
H -5.9726 -0.0811 -3.1897  0.09
H -7.1266 -1.4171 -3.3983  0.09
H -2.3374 -2.3263 -6.3309  0.08
H -0.9172 -3.0913 -5.5907  0.08
H -2.2888 -4.0898 -6.1146  0.08
H -0.9161 -3.9563 -0.6269  0.08
H -1.2845 -4.8237 -2.1313  0.08
H -1.8093 -5.4922 -0.5871  0.08
H -3.6511 -4.6115 0.6382  0.08
H -2.8486 -3.0346 0.7726  0.07
H -4.5101 -3.1506 0.1503  0.07
H 6.9507 5.8561 1.4128  0.11
H 7.7822 4.9512 2.6713  0.10
H 6.3578 3.0737 2.4163  0.08
H 6.5180 3.6580 0.7633  0.12
H -3.6816 -4.4141 -1.8208  0.13
H -2.1857 -1.8353 -1.2920  0.14

The molecular weight comes out at 547.6 g/mol. For the LUMO energy, the calculation gives 0.133 eV. The value obtained for the HOMO-LUMO gap is 9.4 eV. The HOMO energy comes out at -9.3 eV.

=====

C21H27N3O5S | the ωB97M-V functional and the def2-TZVPD basis

Last column: Löwdin charge in e.
CARTESIAN COORDINATES (ANGSTROEM)
C 5.3963 -2.8886 -4.3993  -0.10
O 4.6009 -2.0544 -5.2026  -0.09
C 3.5140 -1.4529 -4.6327  -0.28
C 2.7759 -0.6324 -5.5138  0.00
C 1.6574 0.0477 -5.1063  0.00
C 1.2605 -0.0918 -3.7772  -0.18
C 1.9862 -0.9158 -2.8845  -0.16
C 3.1279 -1.6014 -3.3184  0.03
C 1.3146 -0.8431 -1.6454  0.04
C 0.2332 0.0016 -1.8107  -0.12
C -0.7383 0.4191 -0.7908  -0.42
O -1.4334 1.4235 -0.8631  0.04
N -0.7875 -0.3992 0.2904  0.13
C -1.6580 -0.1565 1.4194  -0.21
C -2.6914 -1.2782 1.5681  -0.20
C -3.7688 -0.9095 2.5764  -0.50
S -5.0878 -2.1612 2.6600  0.79
C -6.0384 -1.7102 1.1783  -0.41
C -0.8141 -0.0159 2.6898  -0.39
O -0.8925 -0.7962 3.6230  0.09
N 0.0768 0.9909 2.7084  0.01
C 0.2332 2.1111 1.8035  -0.12
C 0.6922 3.2384 2.7241  -0.14
C 1.5787 2.5057 3.7288  -0.10
C 0.8356 1.1812 3.9367  -0.18
C -0.1429 1.2650 5.1061  -0.51
O -1.1939 1.8431 5.0709  0.13
O 0.3397 0.6708 6.1937  0.13
N 0.2137 0.4637 -3.1040  -0.04
C -0.7552 1.3377 -3.7069  -0.01
H 5.8352 -2.3391 -3.5597  0.09
H 4.8257 -3.7410 -4.0154  0.09
H 6.1929 -3.2517 -5.0469  0.09
H 3.1289 -0.5600 -6.5301  0.12
H 1.1073 0.6685 -5.7961  0.11
H 3.6684 -2.2229 -2.6229  0.11
H 1.6212 -1.3311 -0.7403  0.11
H -0.2479 -1.2488 0.3005  0.14
H -2.1730 0.7896 1.2140  0.15
H -3.1381 -1.4611 0.5878  0.11
H -2.1930 -2.1900 1.9024  0.12
H -4.2366 0.0456 2.3342  0.08
H -3.3447 -0.8605 3.5775  0.07
H -5.4336 -1.8491 0.2870  0.02
H -6.8967 -2.3724 1.1460  0.02
H -6.3682 -0.6783 1.2610  0.03
H -0.6921 2.3464 1.2796  0.12
H 1.0035 1.8778 1.0571  0.13
H 1.2188 4.0258 2.1900  0.11
H -0.1701 3.6646 3.2365  0.12
H 1.7036 3.0529 4.6610  0.12
H 2.5628 2.3112 3.3014  0.12
H 1.5037 0.3344 4.1205  0.16
H -0.3076 0.7014 6.9164  0.14
H -1.3407 0.7987 -4.4562  0.10
H -0.2474 2.1732 -4.1921  0.10
H -1.4168 1.7238 -2.9353  0.08

The molecular weight comes out at 433.5 g/mol. The value obtained for the energy above the lowest of the compared OMol25 structures with the same formula, charge and spin is 0.0 kcal per mole. For the LUMO energy, the calculation gives 0.474 eV. The value obtained for the HOMO-LUMO gap is 8.5 eV. The HOMO energy comes out at -8.1 eV.

=====

C21H27N5O3 | the ωB97M-V functional and the def2-TZVPD basis

Last column: Löwdin charge in e.
CARTESIAN COORDINATES (ANGSTROEM)
C 1.1739 5.6784 -2.5305  -0.10
O 0.5533 4.5065 -1.9850  -0.17
C 0.6338 4.4790 -0.5015  -0.35
C -0.5261 3.7415 -0.0870  -0.15
C -0.0965 2.9929 0.9750  -0.27
C 0.9167 2.0719 0.8117  -0.44
N 1.3516 1.4635 2.0454  0.08
C 2.2390 1.9585 2.9636  -0.43
O 2.4229 3.1841 2.9478  0.06
C 2.5187 1.1877 4.1962  -0.08
N 2.8786 -0.2474 4.1726  0.10
C 2.1594 -0.8300 3.1606  -0.10
N 1.9152 -2.1083 2.9389  0.07
C 1.1306 -2.8085 2.3131  -0.10
C 0.5520 -2.0509 1.1861  -0.04
N 0.4797 -0.5920 1.2878  0.17
C 1.2011 -0.0261 1.9948  -0.16
C -0.4934 -2.5708 0.2821  -0.19
C -1.3572 -2.0372 -0.3615  -0.25
N -2.2969 -2.3350 -1.1624  0.16
C -2.0721 -3.6268 -1.6421  -0.14
C -1.2614 -4.4158 -0.8374  -0.05
C -0.3505 -4.0375 0.0266  0.02
H 0.3060 -4.5731 0.4980  0.05
H -0.9150 -5.6812 -1.3233  0.21
C -3.1826 -4.1823 -2.6741  -0.50
O -4.1204 -2.9632 -3.1147  -0.09
H -3.6494 -2.3813 -2.4240  0.06
C -2.4568 -4.3861 -3.8717  -0.09
H -1.8971 -3.6393 -4.2902  0.05
H -1.6472 -5.4107 -3.6864  0.17
H -2.9968 -4.7651 -4.7780  0.10
C -3.9993 -5.3295 -2.1068  -0.01
H -3.3753 -6.0798 -2.0739  0.00
H -4.7568 -5.4670 -2.9110  0.11
H -4.4518 -5.1472 -1.0457  0.14
H -1.3757 -0.8964 -0.2365  0.16
H 0.8725 -3.7754 2.4747  0.08
H 3.1792 -0.7621 4.7888  0.02
H 3.4767 1.7167 4.8270  0.19
H 1.5541 1.3569 4.9996  0.19
C 1.9720 2.7781 0.2417  -0.18
C 1.9964 4.2771 0.0831  -0.11
H 2.0499 4.6250 1.0182  0.06
H 2.9398 4.6309 -0.4685  0.16
H 2.9657 2.2226 0.2597  0.14
H 1.8671 2.3367 -1.1213  0.22
H 0.3796 1.1421 0.1014  0.21
H 0.2926 3.5219 2.0080  0.19
H -0.9731 2.4879 1.6782  0.19
H -1.3430 4.3313 0.1795  0.13
H -0.7124 3.0505 -0.8561  0.14
H 0.5129 5.4950 -0.2453  0.12
H 0.9468 5.5869 -3.6594  0.12
H 2.1742 5.6766 -2.4067  0.02
H 0.6948 6.6257 -2.0592  0.12

The molecular weight comes out at 397.5 g/mol. The value obtained for the energy above the lowest of the compared OMol25 structures with the same formula, charge and spin is 439.5 kcal per mole. For the LUMO energy, the calculation gives -0.524 eV. The value obtained for the HOMO-LUMO gap is 7.4 eV. The HOMO energy comes out at -7.9 eV.